(1)
Below is a cluster of 2 separate species, C4H12 in total in a non-equilibrium geometry, with properties calculated with ωB97M-V/def2-TZVPD.

Summary:
total charge	0
frontier orbital gap	0.4479	hartree
SMILES	CC.CC
energy relative to the best compared isomer or geometry (same formula, charge and spin)	136.5	kJ/mol

```
16
C4H12 | the Open Molecules 2025 dataset | ωB97M-V/def2-TZVPD
C 0.09 -1.11 -1.81
C 1.46 -1.62 -2.24
H -0.37 -1.79 -1.00
H -0.09 -0.17 -1.47
H -0.62 -1.29 -2.69
H 2.31 -1.10 -1.66
H 1.66 -1.23 -3.31
H 1.35 -2.61 -2.37
C -0.98 0.62 2.07
C -0.49 2.11 2.15
H -0.14 -0.08 2.38
H -1.88 0.35 2.58
H -1.06 0.62 0.94
H -1.33 2.70 2.40
H -0.24 2.42 1.20
H 0.31 2.19 2.85
```

natural (NBO) population analysis, charges in e, atoms 1 to 8: -0.60, -0.60, 0.20, 0.20, 0.20, 0.21, 0.19, 0.21

(2)
Below is a cluster of 2 separate species, C4H12 in total in a non-equilibrium geometry, with properties calculated with ωB97M-V/def2-TZVPD.

Summary:
total charge	0
frontier orbital gap	0.4621	hartree
SMILES	CC.CC
energy relative to the best compared isomer or geometry (same formula, charge and spin)	43.4	kJ/mol

```
16
C4H12 | the Open Molecules 2025 dataset | ωB97M-V/def2-TZVPD
C 3.17 4.04 -0.28
C 3.23 5.47 0.22
H 2.99 3.29 0.48
H 4.14 3.71 -0.68
H 2.57 3.98 -1.19
H 3.90 5.65 1.06
H 3.33 6.21 -0.57
H 2.32 5.66 0.80
C -3.80 -4.55 0.39
C -2.56 -4.90 -0.41
H -3.89 -3.52 0.71
H -3.86 -5.14 1.33
H -4.74 -4.93 -0.01
H -1.68 -4.40 -0.01
H -2.43 -5.98 -0.41
H -2.69 -4.59 -1.45
```

natural (NBO) population analysis, charges in e, atoms 1 to 8: -0.61, -0.62, 0.21, 0.20, 0.21, 0.21, 0.21, 0.20

(3)
Below is a cluster of 2 separate species, C4H12 in total in a non-equilibrium geometry, with properties calculated with ωB97M-V/def2-TZVPD.

Summary:
total charge	0
frontier orbital gap	0.4554	hartree
SMILES	CC.CC
energy relative to the best compared isomer or geometry (same formula, charge and spin)	72.8	kJ/mol

```
16
C4H12 | the Open Molecules 2025 dataset | ωB97M-V/def2-TZVPD
C -1.16 -1.90 -0.16
C -1.09 -1.87 1.36
H -0.28 -2.49 -0.61
H -2.09 -2.21 -0.60
H -1.12 -0.90 -0.55
H -1.38 -2.88 1.79
H -1.73 -1.27 1.99
H -0.06 -1.78 1.64
C 1.84 2.13 -0.62
C 0.36 1.78 -0.56
H 2.37 1.56 0.13
H 2.36 1.71 -1.55
H 1.98 3.22 -0.59
H -0.22 2.66 -0.18
H -0.02 1.40 -1.49
H 0.24 0.85 0.02
```

natural (NBO) population analysis, charges in e, atoms 1 to 8: -0.61, -0.62, 0.21, 0.21, 0.20, 0.20, 0.21, 0.21

Number 1: HOMO level -0.40789 Ha. Number 2: HOMO level -0.41362 Ha. Number 3: HOMO level -0.41477 Ha.